Entry 1:
Entry from OMol25: a molecular structure, C22H42BrCuOSi2Te (ωB97M-V/def2-TZVPD).

Each line ends with the natural charge from an NBO analysis.
CARTESIAN COORDINATES (ANGSTROEM)
1 Cu 0.24 -1.21 -0.27  0.655
2 C 1.71 5.04 -3.37  -0.608
3 C 0.23 4.70 -3.21  -0.056
4 C -0.35 5.59 -2.10  -0.598
5 C -0.48 5.01 -4.53  -0.598
6 C 0.02 3.23 -2.84  -0.066
7 C 1.06 2.34 -2.67  -0.238
8 C 0.79 1.02 -2.34  -0.177
9 Br 2.28 -0.16 -2.13  -0.008
10 C -0.50 0.50 -2.15  0.362
11 O -0.71 -0.76 -1.83  -0.918
12 C -1.57 1.42 -2.33  -0.091
13 C -1.27 2.73 -2.67  -0.151
14 C -3.02 0.95 -2.15  -0.074
15 C -4.03 2.08 -2.40  -0.604
16 C -3.23 0.46 -0.71  -0.603
17 C -3.33 -0.18 -3.14  -0.606
18 H 1.81 6.10 -3.64  0.209
19 H 2.18 4.45 -4.16  0.210
20 H 2.27 4.88 -2.45  0.208
21 H -0.21 6.65 -2.35  0.202
22 H 0.15 5.40 -1.15  0.209
23 H -1.42 5.41 -1.96  0.206
24 H -0.35 6.06 -4.80  0.202
25 H -1.55 4.82 -4.46  0.206
26 H -0.08 4.39 -5.34  0.212
27 H 2.09 2.64 -2.79  0.223
28 H -2.10 3.42 -2.80  0.198
29 H -3.90 2.91 -1.71  0.204
30 H -5.03 1.68 -2.26  0.209
31 H -3.96 2.46 -3.42  0.207
32 H -3.02 1.27 0.00  0.201
33 H -2.58 -0.38 -0.49  0.224
34 H -4.26 0.15 -0.57  0.199
35 H -3.23 0.18 -4.17  0.204
36 H -4.36 -0.52 -3.00  0.196
37 H -2.66 -1.02 -3.00  0.240
38 C -0.78 -2.02 6.23  -1.113
39 Si 0.47 -1.27 5.05  1.638
40 C 0.31 0.59 5.05  -1.122
41 C 2.20 -1.79 5.52  -1.123
42 C 0.10 -1.92 3.32  -1.137
43 Te 1.48 -1.17 1.86  0.566
44 C 2.69 -2.93 1.79  -1.141
45 Si 2.08 -4.35 0.72  1.647
46 C 0.34 -4.85 1.22  -1.126
47 C 2.13 -3.89 -1.08  -1.123
48 C 3.25 -5.78 1.02  -1.112
49 H -0.61 -1.67 7.25  0.242
50 H -0.72 -3.11 6.24  0.239
51 H -1.79 -1.75 5.95  0.241
52 H 0.54 1.00 6.04  0.244
53 H -0.70 0.90 4.78  0.242
54 H 1.01 1.05 4.34  0.243
55 H 2.46 -1.44 6.52  0.246
56 H 2.94 -1.37 4.83  0.239
57 H 2.31 -2.88 5.51  0.236
58 H -0.90 -1.64 2.98  0.257
59 H 0.17 -3.01 3.27  0.250
60 H 2.83 -3.20 2.83  0.248
61 H 3.67 -2.59 1.42  0.255
62 H -0.38 -4.05 1.05  0.242
63 H 0.28 -5.15 2.27  0.233
64 H 0.03 -5.71 0.61  0.248
65 H 1.43 -3.11 -1.37  0.243
66 H 1.88 -4.77 -1.68  0.247
67 H 3.13 -3.57 -1.38  0.242
68 H 3.27 -6.07 2.07  0.236
69 H 4.27 -5.52 0.73  0.239
70 H 2.95 -6.65 0.43  0.242

Properties
ΔE to the lowest compared entry with this formula, charge and spin ... 29.3 kJ/mol
Spin multiplicity ... 1
DFT total energy ... -163276.6232 eV
F_max ... 0.2 eV/A
HOMO ... -7.2015 eV
Molar mass ... 649.80 g/mol

=====

Entry 2:
Entry from OMol25: a molecular structure, C22H42Cl2MnN5O4SSi4Te (ωB97M-V/def2-TZVPD).

Each line ends with the Löwdin spin population.
CARTESIAN COORDINATES (ANGSTROEM)
1 Mn -1.36 0.88 -2.08  4.688
2 Cl 2.45 6.70 -4.59  0.000
3 C 1.71 5.15 -4.31  0.001
4 C 2.47 3.99 -4.51  0.002
5 C 1.91 2.76 -4.30  0.001
6 Cl 2.86 1.33 -4.55  0.000
7 C 0.56 2.58 -3.85  0.006
8 O 0.08 1.43 -3.65  0.033
9 C -0.18 3.79 -3.69  0.003
10 C -1.57 3.79 -3.31  0.011
11 O -2.29 2.83 -3.07  0.032
12 C 0.41 5.05 -3.91  0.001
13 H 3.50 4.06 -4.83  0.000
14 H -2.02 4.81 -3.27  0.001
15 H -0.18 5.94 -3.76  0.000
16 C -5.75 -0.22 1.61  0.000
17 C -4.61 0.49 0.98  0.002
18 N -3.86 1.38 1.56  0.002
19 N -2.94 1.68 0.60  0.007
20 C -3.09 1.05 -0.56  0.028
21 S 0.13 2.15 -0.41  0.045
22 N -4.18 0.29 -0.31  0.005
23 N -4.70 -0.63 -1.22  0.001
24 H -5.82 0.09 2.65  0.000
25 H -5.59 -1.30 1.57  0.000
26 H -6.69 0.00 1.10  0.000
27 H -2.12 2.22 0.82  0.000
28 H -5.68 -0.79 -1.01  0.000
29 H -4.17 -1.51 -1.14  0.000
30 N -2.19 -0.05 -4.11  0.031
31 C -2.61 -1.44 -4.31  0.004
32 C -1.75 -2.39 -3.49  0.001
33 C -2.02 -2.13 -2.01  0.010
34 O -2.91 -2.80 -1.45  0.008
35 O -1.38 -1.18 -1.48  0.045
36 H -2.88 0.61 -4.44  0.002
37 H -1.31 0.15 -4.58  0.001
38 H -2.58 -1.72 -5.37  0.001
39 H -3.65 -1.53 -3.98  0.000
40 H -0.69 -2.22 -3.71  0.000
41 H -2.01 -3.42 -3.73  0.000
42 C 2.57 0.36 4.72  0.000
43 Si 1.77 1.05 3.15  0.001
44 C 0.04 1.63 3.60  0.000
45 C 2.77 2.51 2.53  0.001
46 Si 1.68 -0.63 1.53  0.003
47 Te 1.75 0.43 -0.74  0.017
48 Si 3.73 -1.76 1.50  0.001
49 C 5.15 -0.54 1.69  0.000
50 C 3.89 -3.05 2.87  0.000
51 C 3.95 -2.65 -0.15  0.000
52 Si -0.05 -2.16 1.91  0.000
53 C -1.77 -1.41 1.79  0.000
54 C 0.15 -2.80 3.68  0.000
55 C 0.12 -3.59 0.71  0.000
56 H 2.58 1.11 5.51  0.000
57 H 3.61 0.06 4.53  0.000
58 H 2.03 -0.52 5.08  0.000
59 H 0.07 2.42 4.34  0.000
60 H -0.57 0.81 4.00  0.000
61 H -0.46 2.01 2.70  0.000
62 H 2.81 3.29 3.29  0.000
63 H 2.30 2.91 1.63  0.001
64 H 3.79 2.21 2.28  0.000
65 H 5.14 -0.05 2.67  0.000
66 H 5.08 0.24 0.93  0.000
67 H 6.11 -1.04 1.58  0.000
68 H 3.72 -2.61 3.86  0.000
69 H 4.89 -3.50 2.86  0.000
70 H 3.16 -3.86 2.73  0.000
71 H 3.94 -1.94 -0.98  0.000
72 H 3.14 -3.37 -0.32  0.000
73 H 4.90 -3.19 -0.18  0.000
74 H -1.90 -0.57 2.46  0.000
75 H -2.51 -2.18 2.04  0.000
76 H -1.94 -1.09 0.76  0.000
77 H -0.01 -1.99 4.40  0.000
78 H 1.14 -3.22 3.87  0.000
79 H -0.59 -3.57 3.89  0.000
80 H 0.20 -3.20 -0.31  0.000
81 H -0.74 -4.25 0.75  0.000
82 H 1.02 -4.17 0.92  0.000

Properties
ΔE to the lowest compared entry with this formula, charge and spin ... 109.0 kJ/mol
Spin multiplicity ... 6
DFT total energy ... -145148.9141 eV
Charge ... -1
F_max ... 0.1 eV/A
HOMO (alpha / beta) ... -3.8559 / -4.1016 eV
<S²> ... 8.754
Molar mass ... 838.46 g/mol

=====

Entry 3:
Entry from OMol25: 6 unconnected molecules or ions with the total composition C22H42FN3O18P at a distorted geometry (ωB97M-V/def2-TZVPD).

Each line ends with the Mulliken charge.
CARTESIAN COORDINATES (ANGSTROEM)
1 C -2.91 5.06 -1.67  -1.328
2 P -3.08 3.84 -3.02  0.647
3 O -1.72 4.01 -3.93  -0.519
4 C -3.06 2.20 -2.09  -0.649
5 C -2.00 1.11 -2.31  0.150
6 N -0.74 1.77 -2.08  -0.426
7 C -2.52 0.14 -1.20  -1.169
8 C -3.99 0.33 -1.31  0.048
9 N -4.31 1.43 -1.89  0.506
10 C -5.65 1.80 -2.20  0.145
11 O -5.98 2.94 -2.29  -0.372
12 N -6.59 0.70 -2.38  -0.258
13 C -7.54 0.77 -1.34  0.697
14 O -8.72 0.87 -1.46  -0.429
15 F -6.92 0.71 -0.16  -0.199
16 H -3.79 5.00 -1.05  0.330
17 H -2.73 6.04 -2.09  0.438
18 H -2.08 4.75 -1.04  0.433
19 H -1.78 3.39 -4.66  0.349
20 H -2.82 2.48 -1.06  0.218
21 H -2.05 0.57 -3.26  0.336
22 H -0.15 1.72 -2.90  0.255
23 H -0.21 1.30 -1.35  0.185
24 H -2.19 -0.89 -1.29  0.489
25 H -2.10 0.48 -0.25  0.324
26 H -4.72 -0.39 -1.00  0.591
27 H -7.10 0.95 -3.22  0.342
28 C -4.93 5.46 -5.23  -0.099
29 O -4.24 5.00 -6.39  -0.226
30 C -4.64 5.56 -7.53  0.715
31 O -5.50 6.39 -7.64  -0.524
32 O -3.92 5.04 -8.52  -0.338
33 C -4.24 5.56 -9.82  -0.641
34 H -4.50 4.91 -4.38  -0.482
35 H -4.78 6.53 -5.09  0.313
36 H -6.00 5.24 -5.30  0.334
37 H -4.06 6.63 -9.86  0.299
38 H -5.28 5.34 -10.07  0.297
39 H -3.59 5.06 -10.53  0.223
40 C 2.40 -2.99 -1.91  -0.509
41 O 2.36 -1.56 -1.87  -0.255
42 C 3.54 -0.97 -2.05  0.810
43 O 4.59 -1.53 -2.24  -0.556
44 O 3.36 0.35 -1.99  -0.312
45 C 4.55 1.12 -2.17  -0.659
46 H 1.38 -3.34 -1.76  0.194
47 H 2.75 -3.33 -2.89  0.325
48 H 3.04 -3.38 -1.12  0.152
49 H 4.98 0.94 -3.15  0.312
50 H 5.28 0.90 -1.39  0.287
51 H 4.26 2.17 -2.09  0.219
52 C 5.53 -5.01 4.51  -0.551
53 O 5.29 -4.97 3.10  -0.339
54 C 5.53 -3.79 2.54  0.797
55 O 5.91 -2.80 3.10  -0.551
56 O 5.26 -3.88 1.24  -0.348
57 C 5.48 -2.68 0.50  -0.644
58 H 5.31 -6.01 4.85  0.241
59 H 6.58 -4.79 4.72  0.288
60 H 4.89 -4.30 5.04  0.230
61 H 6.52 -2.37 0.56  0.396
62 H 4.83 -1.88 0.87  0.275
63 H 5.23 -2.89 -0.53  0.189
64 C -2.67 -0.91 3.25  -0.586
65 O -2.01 -2.10 3.66  -0.306
66 C -1.60 -2.88 2.65  0.840
67 O -1.74 -2.65 1.48  -0.562
68 O -1.00 -3.94 3.18  -0.326
69 C -0.50 -4.87 2.22  -0.569
70 H -2.95 -0.38 4.16  0.247
71 H -2.01 -0.28 2.67  0.242
72 H -3.58 -1.14 2.69  0.261
73 H 0.26 -4.41 1.59  0.243
74 H -1.31 -5.27 1.61  0.294
75 H -0.04 -5.68 2.78  0.227
76 C 5.29 -3.58 10.73  -0.636
77 O 5.04 -3.54 9.32  -0.314
78 C 5.28 -2.36 8.75  0.754
79 O 5.67 -1.38 9.32  -0.533
80 O 5.02 -2.46 7.45  -0.239
81 C 5.23 -1.26 6.71  -0.626
82 H 5.06 -4.59 11.06  0.217
83 H 6.33 -3.37 10.94  0.297
84 H 4.64 -2.88 11.25  0.294
85 H 6.28 -0.96 6.77  0.326
86 H 4.59 -0.46 7.08  0.320
87 H 4.99 -1.47 5.68  0.143

Properties
Spin multiplicity ... 1
DFT total energy ... -76819.2809 eV
Charge ... +1
F_max ... 2.4 eV/A
HOMO ... -11.2501 eV
Molar mass ... 686.55 g/mol